(1)
Molecular formula: C27H24BBrCl2F5FeN7O4S3
Method: DFT, the ωB97M-V functional and the def2-TZVPD basis

```
75
Properties=species:S:1:pos:R:3
Fe -0.421 -1.054 1.028
C 4.150 0.146 0.440
O 2.830 0.601 0.266
C 2.618 1.913 0.167
C 3.607 2.867 0.027
C 3.242 4.195 -0.165
Br 4.633 5.485 -0.356
C 1.936 4.593 -0.262
C 0.924 3.630 -0.131
C 1.260 2.308 0.154
O 0.346 1.308 0.333
C -0.466 4.111 -0.358
N -0.729 5.394 -0.457
C -2.083 5.464 -0.731
C -2.903 6.574 -0.941
C -4.238 6.347 -1.204
C -4.762 5.041 -1.258
C -3.967 3.931 -1.054
C -2.621 4.176 -0.791
N -1.571 3.322 -0.544
H 4.762 0.365 -0.441
H 4.073 -0.931 0.563
H 4.602 0.592 1.332
H 4.650 2.586 0.054
H 1.664 5.619 -0.455
H -0.399 1.591 0.888
H -2.493 7.575 -0.894
H -4.902 7.187 -1.368
H -5.818 4.903 -1.458
H -4.363 2.926 -1.074
H -1.648 2.308 -0.545
C -0.993 -0.373 -2.917
N -0.662 -1.781 -2.861
C -1.375 -2.796 -3.457
C -0.819 -3.951 -3.032
N 0.221 -3.650 -2.182
B 1.102 -4.829 -1.618
N 2.042 -4.391 -0.463
C 3.401 -4.598 -0.511
C 3.920 -4.330 0.708
N 2.858 -3.958 1.506
C 2.948 -3.608 2.907
C 1.701 -4.019 0.784
S 0.166 -3.655 1.409
C 0.314 -2.312 -2.080
S 1.361 -1.377 -1.098
H -2.072 -0.272 -3.028
H -0.480 0.119 -3.745
H -0.673 0.082 -1.982
H -2.231 -2.601 -4.078
H -1.088 -4.972 -3.232
H 1.830 -5.213 -2.521
H 0.355 -5.706 -1.251
H 3.880 -4.888 -1.427
H 4.930 -4.354 1.075
H 3.586 -2.733 3.039
H 3.349 -4.446 3.479
H 1.944 -3.369 3.253
S -2.611 -1.942 2.729
C -3.510 -3.208 2.076
N -4.191 -4.047 1.648
Cl -5.104 0.409 0.710
C -4.189 -0.801 -0.196
Cl -4.655 -0.706 -1.945
C -2.669 -0.663 -0.099
O -2.029 -1.655 -0.462
O -2.144 0.403 0.319
H -4.479 -1.787 0.155
F -0.757 0.441 3.037
C 0.503 -0.265 2.926
F 1.409 0.797 2.956
C 0.680 -0.870 4.332
F 0.223 -0.077 5.324
F 0.087 -2.056 4.468
F 2.006 -1.062 4.579
```

Values from the calculation:
* E_tot: -223260.3032 eV
* energy above the lowest of the compared OMol25 structures with the same formula, charge and spin: 0.712 eV
* spin multiplicity: 5
* E_LUMO (alpha / beta): 3.55 / 3.55 eV
* largest force on an atom: 0.027 Eh/bohr
* total charge: -2
* E_HOMO (alpha / beta): -2.23 / -2.41 eV


(2)
Molecular formula: C4H6N2O
Method: DFT, the ωB97M-V functional and the def2-TZVPD basis

```
13
Properties=species:S:1:pos:R:3
H -0.863 2.133 0.312
N -1.656 1.569 0.042
C -1.537 0.334 -0.186
C -2.698 -0.152 -0.923
N -3.530 -0.183 -1.722
O -0.530 -0.552 -0.044
C 0.753 0.051 0.206
C 1.864 -0.964 0.434
H 1.001 0.661 -0.671
H 0.661 0.707 1.079
H 1.974 -1.680 -0.386
H 2.805 -0.401 0.492
H 1.754 -1.522 1.368
```

Values from the calculation:
* E_tot: -9271.4849 eV
* energy above the lowest of the compared OMol25 structures with the same formula, charge and spin: 2.017 eV
* E_LUMO: 0.66 eV
* largest force on an atom: 0.018 Eh/bohr
* E_HOMO: -10.83 eV


(3)
Molecular formula: CH4NO2P
Method: DFT, the ωB97M-V functional and the def2-TZVPD basis

```
9
Properties=species:S:1:pos:R:3
N 1.633 0.188 -0.626
C 0.273 0.208 -0.522
O -0.527 1.008 -0.922
O -0.235 -0.996 0.494
P -1.691 -0.797 1.152
H 2.116 0.850 -1.168
H 2.125 -0.745 -0.616
H -1.563 0.193 2.180
H -2.131 0.090 0.030
```

Values from the calculation:
* E_tot: -15974.9997 eV
* energy above the lowest of the compared OMol25 structures with the same formula, charge and spin: 1.484 eV
* E_LUMO: 0.50 eV
* largest force on an atom: 0.086 Eh/bohr
* E_HOMO: -8.92 eV


(4)
Molecular formula: C48H60N12
Method: DFT, the ωB97M-V functional and the def2-TZVPD basis

```
120
Properties=species:S:1:pos:R:3
C -1.292 3.556 2.384
C -0.969 4.928 2.618
C -1.219 5.569 1.299
N -1.888 4.564 0.551
C -1.800 3.354 1.109
H -1.175 2.729 3.107
H -0.485 5.393 3.431
H -0.939 6.531 0.938
H -2.060 4.560 -0.418
H -1.993 2.422 0.667
C -4.434 4.558 -2.317
C -4.431 5.867 -2.807
C -3.049 6.399 -2.644
N -2.310 5.341 -2.242
C -3.120 4.217 -2.059
H -5.309 3.900 -2.418
H -5.318 6.360 -3.272
H -2.624 7.351 -2.835
H -1.283 5.308 -2.300
H -2.748 3.179 -1.882
C -1.866 -3.538 0.288
C -2.683 -2.661 -0.437
C -2.135 -2.380 -1.667
N -0.842 -2.927 -1.628
C -0.593 -3.673 -0.470
H -2.054 -3.989 1.205
H -3.603 -2.341 -0.015
H -2.543 -1.779 -2.390
H -0.127 -2.872 -2.420
H 0.321 -4.173 -0.296
C 1.187 -1.024 -3.115
C 2.003 -1.646 -2.101
C 2.047 -3.038 -2.474
N 1.328 -3.104 -3.672
C 0.869 -1.889 -4.095
H 0.944 0.046 -3.118
H 2.531 -1.284 -1.221
H 2.604 -3.784 -2.013
H 1.271 -3.964 -4.303
H 0.391 -1.716 -5.027
C 1.408 -4.016 3.662
C 0.475 -5.034 3.865
C -0.876 -4.364 3.770
N -0.596 -3.062 3.525
C 0.759 -2.812 3.491
H 2.485 -4.132 3.526
H 0.679 -6.081 4.017
H -1.930 -4.718 3.847
H -1.271 -2.330 3.333
H 1.127 -1.870 3.153
C -4.605 0.715 -0.923
C -5.911 1.186 -1.178
C -5.992 1.525 -2.625
N -4.733 1.314 -3.094
C -3.934 0.834 -2.061
H -4.324 0.260 0.114
H -6.722 1.303 -0.509
H -6.809 1.724 -3.340
H -4.359 1.603 -3.999
H -2.853 0.720 -2.303
C -3.328 -1.396 2.517
C -2.427 -0.553 1.893
C -1.580 -0.103 2.877
N -1.914 -0.623 4.134
C -3.061 -1.416 3.987
H -4.111 -2.021 2.038
H -2.261 -0.307 0.870
H -0.617 0.426 2.898
H -1.400 -0.390 4.994
H -3.490 -1.877 4.820
C 4.076 -2.773 1.246
C 4.855 -1.558 1.224
C 6.277 -1.994 1.378
N 6.227 -3.379 1.602
C 4.926 -3.814 1.576
H 3.017 -2.915 1.183
H 4.530 -0.514 1.057
H 7.244 -1.467 1.510
H 7.032 -3.987 1.717
H 4.724 -4.821 1.923
C -1.800 0.462 -4.629
C -1.503 1.791 -4.384
C -2.547 2.538 -5.205
N -3.274 1.527 -5.856
C -2.836 0.273 -5.569
H -1.201 -0.275 -4.085
H -0.739 2.130 -3.763
H -2.707 3.576 -5.429
H -3.989 1.806 -6.545
H -3.272 -0.604 -5.906
C 1.479 0.316 1.226
C 0.736 1.382 0.631
C -0.185 0.799 -0.375
N -0.110 -0.570 -0.105
C 0.916 -0.829 0.803
H 2.325 0.451 1.905
H 0.922 2.468 0.742
H -0.883 1.261 -1.090
H -0.575 -1.390 -0.595
H 0.964 -1.870 1.021
C 4.159 2.730 -0.942
C 4.908 3.371 -1.969
C 4.406 2.937 -3.167
N 3.510 1.919 -2.991
C 3.348 1.619 -1.627
H 4.333 2.703 0.116
H 5.619 4.195 -1.859
H 4.788 3.172 -4.128
H 3.126 1.367 -3.768
H 2.743 0.853 -1.245
C 4.779 -2.153 6.676
C 3.719 -1.584 6.031
C 3.894 -1.792 4.543
N 4.984 -2.609 4.540
C 5.614 -2.749 5.780
H 4.848 -2.038 7.797
H 2.935 -1.016 6.563
H 3.406 -1.594 3.618
H 5.322 -2.905 3.617
H 6.538 -3.258 6.003
```

Values from the calculation:
* E_tot: -68620.1577 eV
* energy above the lowest of the compared OMol25 structures with the same formula, charge and spin: 7.271 eV
* E_LUMO: 0.29 eV
* largest force on an atom: 0.126 Eh/bohr
* E_HOMO: -7.26 eV


(5)
Molecular formula: C18H26N4O
Method: DFT, the ωB97M-V functional and the def2-TZVPD basis

```
49
Properties=species:S:1:pos:R:3
C -0.538 4.980 -3.667
C -1.520 4.783 -2.504
N -1.901 3.422 -2.282
C -2.947 2.879 -3.123
C -4.297 3.220 -2.576
C -0.879 2.428 -1.897
C -1.428 1.589 -0.759
N -0.433 0.565 -0.398
C -0.614 -0.239 0.594
N -1.794 -0.277 1.367
C -2.134 -1.365 2.298
C -0.870 -1.725 3.109
N 0.291 -1.922 2.206
C 0.400 -1.218 1.012
C 1.574 -1.599 0.392
C 2.272 -2.533 1.276
C 3.495 -3.172 1.220
C 3.876 -3.945 2.327
O 5.067 -4.653 2.391
C 5.729 -5.142 1.211
C 3.130 -3.951 3.514
C 1.865 -3.344 3.518
C 1.461 -2.631 2.424
H 0.345 4.392 -3.523
H -1.000 4.696 -4.623
H -0.227 6.008 -3.718
H -1.081 5.202 -1.573
H -2.448 5.320 -2.687
H -2.842 3.214 -4.188
H -2.847 1.790 -3.178
H -4.412 4.291 -2.455
H -5.108 2.802 -3.207
H -4.410 2.827 -1.552
H -0.616 1.759 -2.746
H 0.041 2.916 -1.590
H -1.767 2.210 0.080
H -2.320 1.083 -1.130
H -2.551 0.336 1.057
H -2.494 -2.238 1.714
H -2.937 -0.968 2.933
H -1.063 -2.660 3.665
H -0.596 -0.900 3.764
H 1.951 -1.273 -0.600
H 4.122 -3.105 0.346
H 6.672 -5.572 1.520
H 5.887 -4.390 0.446
H 5.105 -5.977 0.808
H 3.533 -4.425 4.394
H 1.258 -3.491 4.390
```

Values from the calculation:
* E_tot: -27094.7063 eV
* energy above the lowest of the compared OMol25 structures with the same formula, charge and spin: 1.524 eV
* E_LUMO: 0.69 eV
* largest force on an atom: 0.043 Eh/bohr
* E_HOMO: -7.61 eV


(6)
Molecular formula: C25H54BCl2NO21S4
Method: DFT, the ωB97M-V functional and the def2-TZVPD basis

```
108
Properties=species:S:1:pos:R:3
C 1.911 2.191 -0.393
O 0.944 3.252 -0.550
C 1.144 4.001 -1.771
C 0.573 3.283 -3.096
C -1.010 2.909 -2.982
C -1.136 1.511 -2.138
C -2.236 0.531 -2.778
C -1.968 -1.043 -2.573
O -3.023 -1.521 -1.716
C -2.094 -1.589 -4.110
O -3.162 -1.585 -4.773
O -0.802 -2.020 -4.614
C 0.273 -1.485 -3.753
C 1.654 -2.296 -3.734
C 2.964 -1.427 -4.057
C 3.621 -0.832 -2.689
Cl 4.135 0.921 -2.848
O 0.406 -0.118 -4.324
N 0.415 -0.326 -5.690
O 0.663 0.684 -6.260
C -0.492 -1.590 -2.313
Cl -0.814 -3.439 -2.223
O 0.232 -1.233 -1.129
B 0.044 -2.178 -0.045
O -1.156 -2.288 0.764
O 1.180 -3.032 0.270
H 1.874 1.500 -1.320
H 1.649 1.535 0.514
H 2.998 2.547 -0.310
H 2.283 4.138 -1.909
H 0.628 5.032 -1.678
H 0.761 3.938 -4.030
H 1.226 2.342 -3.257
H -1.388 2.760 -4.065
H -1.600 3.756 -2.463
H -0.077 1.095 -2.092
H -1.546 1.836 -1.106
H -3.250 0.783 -2.295
H -2.347 0.836 -3.890
H -2.949 -1.125 -0.813
H 1.861 -2.835 -2.732
H 1.574 -3.111 -4.541
H 2.842 -0.637 -4.868
H 3.756 -2.171 -4.458
H 4.555 -1.463 -2.428
H 2.910 -0.975 -1.788
H -0.986 -1.691 1.537
H 1.995 -2.488 0.143
C -5.739 -6.175 3.603
C -4.689 -5.083 3.525
O -3.832 -5.259 2.398
S -4.380 -4.830 0.936
C -2.826 -4.889 0.093
O -4.829 -3.462 0.988
O -5.217 -5.886 0.429
H -6.448 -6.097 2.775
H -6.301 -6.104 4.537
H -5.276 -7.162 3.540
H -5.150 -4.090 3.510
H -4.056 -5.131 4.415
H -2.171 -4.126 0.508
H -3.010 -4.691 -0.964
H -2.394 -5.882 0.216
C 0.822 3.923 4.315
C 1.655 5.190 4.365
O 3.052 4.900 4.346
S 3.743 4.508 2.936
C 5.425 4.672 3.464
O 3.461 5.539 1.972
O 3.485 3.117 2.663
H 0.928 3.422 3.349
H -0.236 4.151 4.463
H 1.146 3.216 5.083
H 1.389 5.871 3.552
H 1.453 5.713 5.303
H 5.615 5.713 3.721
H 6.067 4.366 2.637
H 5.590 4.023 4.323
C -4.316 -7.948 -6.417
C -5.402 -6.987 -5.971
O -4.927 -5.644 -5.925
S -4.781 -4.827 -7.315
C -4.571 -3.219 -6.605
O -6.040 -4.866 -8.014
O -3.547 -5.212 -7.951
H -4.045 -7.777 -7.462
H -4.654 -8.983 -6.321
H -3.410 -7.812 -5.822
H -6.286 -7.064 -6.611
H -5.716 -7.247 -4.957
H -5.484 -2.944 -6.079
H -4.378 -2.516 -7.416
H -3.723 -3.243 -5.926
C 5.421 3.797 8.766
C 4.338 4.760 9.213
O 4.821 6.102 9.271
S 4.977 6.926 7.888
C 5.193 8.529 8.611
O 3.721 6.903 7.183
O 6.213 6.542 7.257
H 5.698 3.974 7.724
H 5.077 2.763 8.853
H 6.324 3.924 9.367
H 3.457 4.693 8.568
H 4.018 4.496 10.224
H 4.279 8.805 9.135
H 5.393 9.235 7.805
H 6.040 8.495 9.296
```

Values from the calculation:
* E_tot: -140344.8036 eV
* E_LUMO: -0.30 eV
* largest force on an atom: 0.117 Eh/bohr
* E_HOMO: -9.52 eV


(7)
Molecular formula: C18H29MnNO6
Method: DFT, the ωB97M-V functional and the def2-TZVPD basis

```
55
Properties=species:S:1:pos:R:3
Mn -0.263 -0.479 -0.670
C -2.852 0.189 0.803
C -1.919 1.297 1.233
O -0.993 1.569 0.186
C -1.455 2.575 -0.726
C -0.788 2.424 -2.066
O 0.595 2.707 -1.916
C 1.392 2.198 -2.963
C 1.462 0.669 -2.982
O 1.541 0.111 -1.669
C 2.600 0.617 -0.883
C 2.644 -0.204 0.375
O 1.398 -0.024 1.041
C 1.338 -0.631 2.323
C 1.140 -2.133 2.224
O 0.032 -2.396 1.388
C -1.213 -2.424 2.059
C -2.268 -2.186 1.009
O -2.067 -0.922 0.400
H -3.427 0.492 -0.077
H -3.548 -0.089 1.598
H -1.325 0.980 2.090
H -2.474 2.199 1.509
H -1.237 3.553 -0.287
H -2.536 2.485 -0.871
H -1.243 3.124 -2.778
H -0.943 1.394 -2.411
H 2.379 2.638 -2.814
H 1.028 2.534 -3.942
H 2.345 0.358 -3.553
H 0.573 0.197 -3.399
H 2.426 1.667 -0.637
H 3.545 0.510 -1.428
H 3.461 0.143 1.017
H 2.801 -1.257 0.124
H 0.482 -0.177 2.822
H 2.237 -0.390 2.901
H 1.013 -2.567 3.221
H 2.005 -2.608 1.761
H -1.268 -1.637 2.824
H -1.362 -3.393 2.551
H -3.272 -2.242 1.436
H -2.184 -2.922 0.208
N -0.978 -0.913 -2.239
C -2.256 -1.341 -2.389
C -3.356 -0.455 -2.550
C -4.662 -0.904 -2.653
C -4.960 -2.263 -2.622
C -3.900 -3.162 -2.509
C -2.594 -2.722 -2.404
H -3.151 0.611 -2.605
H -5.465 -0.184 -2.770
H -5.980 -2.612 -2.712
H -4.104 -4.228 -2.508
H -1.776 -3.431 -2.327
```

Values from the calculation:
* E_tot: -64225.8193 eV
* spin multiplicity: 2
* E_LUMO (alpha / beta): 0.49 / 0.49 eV
* largest force on an atom: 0.008 Eh/bohr
* E_HOMO (alpha / beta): -5.28 / -5.59 eV


(8)
Molecular formula: C3H4S
Method: DFT, the ωB97M-V functional and the def2-TZVPD basis

```
8
Properties=species:S:1:pos:R:3
C 0.799 -0.259 0.120
C 0.149 -0.012 1.302
C -0.263 0.272 -0.745
S -1.320 0.647 0.685
H 1.709 -0.685 -0.328
H 0.502 -0.063 2.248
H -0.048 0.930 -1.492
H -1.528 -0.831 -1.789
```

Values from the calculation:
* E_tot: -14005.7150 eV
* energy above the lowest of the compared OMol25 structures with the same formula, charge and spin: 3.864 eV
* E_LUMO (alpha / beta): -0.51 / -0.52 eV
* largest force on an atom: 0.083 Eh/bohr
* E_HOMO (alpha / beta): -8.60 / -8.60 eV


(9)
Molecular formula: C8H10N2O3
Method: DFT, the ωB97M-V functional and the def2-TZVPD basis

```
23
Properties=species:S:1:pos:R:3
C 1.332 -2.998 -0.685
C 2.215 -2.308 0.077
C 0.470 -2.061 -1.214
C 1.998 -0.915 0.046
C -2.893 0.952 0.518
C -1.485 1.307 0.547
C -0.653 0.944 1.738
C -1.164 2.536 -0.246
N -4.084 0.953 0.533
N 0.927 -0.793 -0.802
O -0.488 -2.158 -2.122
O 2.564 0.147 0.641
O 0.156 0.379 -0.947
H 1.508 -3.989 -1.117
H 3.007 -2.681 0.670
H 0.389 1.188 1.449
H -0.812 -0.134 1.927
H -0.949 1.674 2.558
H -0.513 2.174 -1.009
H -0.759 3.332 0.422
H -2.097 2.933 -0.772
H -0.705 -1.313 -2.570
H 2.037 0.830 0.359
```

Values from the calculation:
* E_tot: -17574.6173 eV
* energy above the lowest of the compared OMol25 structures with the same formula, charge and spin: 6.947 eV
* E_LUMO (alpha / beta): 0.23 / -2.41 eV
* largest force on an atom: 0.090 Eh/bohr
* E_HOMO (alpha / beta): -8.92 / -7.22 eV


(10)
Molecular formula: C2H8OS2
Method: DFT, the ωB97M-V functional and the def2-TZVPD basis

```
13
Properties=species:S:1:pos:R:3
C 1.195 -2.480 -0.691
S 1.276 -0.677 -0.562
S 1.832 -0.548 1.425
H 1.559 -2.724 -1.688
H 0.167 -2.799 -0.601
H 1.789 -2.990 0.063
H 2.511 0.603 1.353
C -1.827 2.290 0.188
O -1.858 0.983 -0.363
H -2.297 2.298 1.170
H -0.804 2.690 0.205
H -2.404 2.920 -0.495
H -1.139 0.433 -0.003
```

Values from the calculation:
* E_tot: -25920.9484 eV
* energy above the lowest of the compared OMol25 structures with the same formula, charge and spin: 0.987 eV
* E_LUMO: 0.42 eV
* largest force on an atom: 0.012 Eh/bohr
* E_HOMO: -8.52 eV


(11)
Molecular formula: C3H4O3
Method: DFT, the ωB97M-V functional and the def2-TZVPD basis

```
10
Properties=species:S:1:pos:R:3
C 0.564 -0.820 -0.768
C 0.041 0.012 0.078
C -1.353 0.449 0.138
O 2.365 -0.575 -0.199
O 0.948 0.729 0.925
O 2.128 -0.013 1.055
H 0.361 -1.625 -1.525
H -2.113 -0.275 0.447
H -1.636 0.755 -0.931
H -1.306 1.363 0.780
```

Values from the calculation:
* E_tot: -9309.9495 eV
* energy above the lowest of the compared OMol25 structures with the same formula, charge and spin: 8.751 eV
* E_LUMO: 0.35 eV
* largest force on an atom: 0.079 Eh/bohr
* E_HOMO: -9.01 eV